Arrangement one

{"formula": "C2H6N3O2", "method": "ωB97M-V with the def2-TZVPD basis set", "homo_lumo_gap_ev": 8.4, "mol_weight_g_mol": 104.089, "lumo_ev": 4.11, "total_charge": -1, "e_homo_ev": -4.3, "elements": ["O", "O", "N", "N", "N", "C", "C", "H", "H", "H", "H", "H", "H"], "positions_angstrom": [[0.5681, -1.3551, 0.6570], [-0.0799, -0.8576, -1.4341], [1.0512, 1.2948, 0.2689], [-1.1277, 2.0074, 0.8184], [-0.4128, -3.0226, -0.6484], [0.1240, 2.2490, 0.4988], [0.0147, -1.6545, -0.4663], [0.4790, 3.2712, 0.3560], [1.8634, 1.5663, -0.2014], [0.7697, 0.2641, 0.3368], [-0.5914, -3.4755, 0.2571], [-1.5581, 2.9058, 0.8820], [-1.1002, -3.1933, -1.3248]], "mulliken_charge": [-0.842, -0.737, -0.324, -0.668, -0.535, 0.011, 0.656, 0.294, 0.175, 0.356, 0.214, 0.185, 0.215]}

=====

Arrangement two

{"formula": "C2H6N3O2", "method": "ωB97M-V with the def2-TZVPD basis set", "homo_lumo_gap_ev": 8.0, "mol_weight_g_mol": 104.089, "lumo_ev": 4.19, "total_charge": -1, "e_homo_ev": -3.8, "elements": ["O", "O", "N", "N", "N", "C", "C", "H", "H", "H", "H", "H", "H"], "positions_angstrom": [[2.0447, -1.4975, 2.0029], [1.6640, -1.8769, -0.0880], [1.4973, -1.1705, 0.9193], [0.8663, -0.0759, 1.0228], [0.1002, 0.3553, -0.4149], [-0.3445, 1.7191, -0.2456], [-0.8734, -0.6528, -0.5901], [0.3551, 2.1926, 0.6152], [-1.4142, 1.5530, 0.1172], [-1.2587, -0.5609, -1.5335], [-0.3690, -1.5391, -0.5779], [-1.8705, -0.6739, 0.0235], [-0.3972, 2.2275, -1.2510]], "mulliken_charge": [-0.789, -0.715, 1.078, -0.629, -0.064, -0.624, -0.924, 0.294, 0.187, 0.437, 0.345, 0.218, 0.185]}

=====

Verdict on stability: arrangement one comes out on top.

=====

Arrangement one

{"formula": "C2H3BrN2O2", "method": "ωB97M-V with the def2-TZVPD basis set", "homo_lumo_gap_ev": [6.4, 9.1], "mol_weight_g_mol": 166.962, "lumo_ev": [-2.80, -1.56], "e_homo_ev": [-9.2, -10.7], "elements": ["Br", "O", "O", "N", "N", "C", "C", "H", "H", "H"], "positions_angstrom": [[-2.9633, 0.1038, 0.0075], [1.4642, 0.4643, 1.1849], [2.1838, 1.7724, -0.3913], [0.5117, 0.5374, -0.7976], [1.4301, 0.9281, 0.0562], [-0.2144, -0.7198, -0.5075], [-1.2876, -0.4158, 0.4866], [-0.9845, -0.1404, 1.4884], [0.4754, -1.4519, -0.0706], [-0.6156, -1.0781, -1.4566]], "mulliken_charge": [0.000, -0.584, -0.584, -0.407, 1.119, -0.326, -0.324, 0.426, 0.304, 0.376]}

=====

Arrangement two

{"formula": "C2H3BrN2O2", "method": "ωB97M-V with the def2-TZVPD basis set", "homo_lumo_gap_ev": 9.1, "mol_weight_g_mol": 166.962, "lumo_ev": 0.88, "e_homo_ev": -8.2, "elements": ["Br", "O", "O", "N", "N", "C", "C", "H", "H", "H"], "positions_angstrom": [[-2.1173, 1.1855, 1.7007], [0.9894, -0.2028, -1.2634], [0.1418, 1.4940, 0.0749], [1.2895, 0.8573, -0.2648], [0.3083, -1.1599, -0.5802], [-0.6755, -0.7582, 0.2681], [-0.8167, 0.5274, 0.5052], [0.5776, -2.1335, -0.4816], [-1.4936, -1.4396, 0.6729], [1.7966, 1.6298, -0.6320]], "mulliken_charge": [-0.152, -0.255, -0.232, -0.236, -0.062, 0.081, 0.074, 0.253, 0.255, 0.274]}

=====

Verdict on stability: arrangement two comes out on top.

=====

Arrangement one

{"formula": "C2H4O3", "method": "ωB97M-V with the def2-TZVPD basis set", "homo_lumo_gap_ev": [7.4, 8.9], "mol_weight_g_mol": 76.051, "lumo_ev": [-0.39, -0.04], "e_homo_ev": [-7.8, -9.0], "elements": ["O", "O", "O", "C", "C", "H", "H", "H", "H"], "positions_angstrom": [[1.0005, 1.9281, -0.4775], [2.6872, -0.3891, 0.4426], [-0.1906, 2.0872, 0.1449], [1.6245, -0.2264, 0.0046], [0.3027, -0.8603, 0.1130], [-0.6478, 2.4448, -0.5353], [-0.0492, -0.8697, -1.0230], [0.3452, -1.8497, 0.4551], [-0.2430, -0.1967, 0.7432]], "mulliken_charge": [-0.426, -0.313, -0.282, 0.571, -0.726, 0.308, 0.251, 0.336, 0.282]}

=====

Arrangement two

{"formula": "C2H4O3", "method": "ωB97M-V with the def2-TZVPD basis set", "homo_lumo_gap_ev": 10.7, "mol_weight_g_mol": 76.051, "lumo_ev": 0.97, "e_homo_ev": -9.8, "elements": ["O", "O", "O", "C", "C", "H", "H", "H", "H"], "positions_angstrom": [[1.3868, -0.3169, 0.0619], [-0.8231, 0.0058, -0.4920], [0.7630, 0.4503, 1.1308], [0.4113, -0.5642, -0.9355], [-0.6269, 0.5412, 0.8061], [0.7208, -0.1100, -1.8982], [-0.8978, 1.6163, 0.8548], [0.2819, -1.6430, -1.0455], [-1.2159, 0.0205, 1.5175]], "mulliken_charge": [-0.201, -0.336, -0.201, -0.027, -0.055, 0.197, 0.184, 0.205, 0.233]}

=====

Arrangement three

{"formula": "C2H4O3", "method": "ωB97M-V with the def2-TZVPD basis set", "homo_lumo_gap_ev": 10.1, "mol_weight_g_mol": 76.051, "lumo_ev": 0.49, "e_homo_ev": -9.6, "elements": ["O", "O", "O", "C", "C", "H", "H", "H", "H"], "positions_angstrom": [[-1.0967, -0.0485, 1.2211], [-0.3495, 1.3078, -0.4815], [0.9581, -0.6592, -1.5599], [-0.1585, 0.2218, 0.2865], [0.5399, -0.8719, -0.4155], [1.0620, 0.0697, 0.7467], [0.0791, 1.0628, -1.3427], [0.4756, -1.8643, 0.0503], [-1.5100, 0.7817, 1.4950]], "mulliken_charge": [-0.468, -0.532, -0.616, 0.523, -0.047, 0.053, 0.366, 0.392, 0.329]}

=====

Verdict on stability: arrangement three comes out on top.

=====

Arrangement one

{"formula": "C6H9O4S", "method": "ωB97M-V with the def2-TZVPD basis set", "homo_lumo_gap_ev": 8.3, "mol_weight_g_mol": 177.201, "lumo_ev": 3.67, "total_charge": -1, "e_homo_ev": -4.6, "elements": ["S", "O", "O", "O", "O", "C", "C", "C", "C", "C", "C", "H", "H", "H", "H", "H", "H", "H", "H", "H"], "positions_angstrom": [[-2.7255, 0.8895, -0.4748], [-2.8831, -1.5837, -0.5250], [-3.1283, 0.2111, 0.9244], [-2.1456, -1.7346, 1.5652], [-2.4927, 2.2961, -0.2905], [-1.0437, 0.1458, -0.6128], [-2.6376, -1.2312, 0.6196], [-0.8974, -0.4903, -2.0091], [-0.4167, 0.9359, 1.6010], [1.2706, -0.4614, 0.2746], [-0.0806, 0.3615, 0.2893], [1.1398, -1.3964, 0.6489], [1.5011, -0.5575, -0.7136], [2.1589, 0.0404, 0.7924], [-0.8346, 1.9364, 1.5082], [-1.3278, 0.6029, 2.1133], [-0.1858, 0.2288, -2.4389], [0.4711, 1.0335, 2.2917], [-1.9287, -0.3706, -2.3055], [-0.4695, -1.4163, -1.8464]], "mulliken_charge": [0.499, -0.635, -0.395, -0.613, -0.631, 0.267, 0.834, -1.699, -1.469, -1.695, 1.035, 0.368, 0.489, 0.360, 0.390, 0.355, 0.372, 0.328, 0.478, 0.361]}

=====

Arrangement two

{"formula": "C6H9O4S", "method": "ωB97M-V with the def2-TZVPD basis set", "homo_lumo_gap_ev": 8.1, "mol_weight_g_mol": 177.201, "lumo_ev": 3.28, "total_charge": -1, "e_homo_ev": -4.9, "elements": ["S", "O", "O", "O", "O", "C", "C", "C", "C", "C", "C", "H", "H", "H", "H", "H", "H", "H", "H", "H"], "positions_angstrom": [[-0.8762, -1.4069, 0.1347], [-0.5112, -2.0512, 1.4067], [-1.3752, 2.4264, -0.8030], [-1.6033, -2.2093, -0.8330], [-2.6112, 1.5222, 0.8679], [-0.6446, 0.3738, 0.2808], [-0.2133, 0.5527, 2.4431], [-1.6810, 1.5806, 0.0306], [0.2256, -0.2311, -2.1355], [1.9042, -0.3179, -0.2257], [0.4209, -0.4192, -0.6294], [2.5075, -0.8760, -0.9769], [-0.6698, 0.3322, -2.4331], [0.5941, 1.3239, 2.5011], [0.0160, -0.5015, 2.5896], [0.1029, -1.2129, -2.6746], [2.2498, 0.7717, -0.2294], [1.0671, 0.2365, -2.6637], [-1.1725, 0.9791, 2.6341], [2.2701, -0.8732, 0.7156]], "mulliken_charge": [0.903, -0.677, -0.679, -0.684, -0.703, -0.202, -0.804, 0.442, -1.541, -1.363, 1.307, 0.447, 0.337, 0.253, 0.341, 0.309, 0.259, 0.410, 0.351, 0.293]}

=====

Verdict on stability: arrangement one comes out on top.